(1)
7 unconnected molecules or ions with the total composition C30H70F9O6PS at a distorted geometry, computed with ωB97M-V/def2-TZVPD.

```
117
C30H70F9O6PS, DFT ωB97M-V/def2-TZVPD
F 0.49631 -1.86835 2.50339
C -0.69239 -2.00959 1.97331
F -1.35060 -0.86451 2.31184
C -0.69539 -2.08142 0.45106
C 0.72278 -2.06302 -0.11696
C 0.80801 -2.14293 -1.66828
C -0.51643 -1.92322 -2.41901
P -1.51185 -3.50428 -2.61242
C -1.50058 -3.09977 2.69757
F -2.74165 -3.02009 2.33001
F -1.48743 -2.82765 3.97072
S -0.95932 -4.88760 2.47560
F -0.21481 -4.86911 3.85845
F 0.37606 -4.48550 1.77682
F -1.71337 -4.98526 1.12116
F -2.26010 -5.33942 3.23594
F -0.56451 -6.38669 2.31617
H -1.16974 -1.18822 0.08654
H -1.28026 -2.91357 0.07660
H 1.34984 -2.84347 0.29261
H 1.16687 -1.12250 0.18563
H 1.51892 -1.38798 -1.98010
H 1.24011 -3.09665 -1.93971
H -0.26052 -1.61012 -3.43950
H -1.13384 -1.13302 -2.01860
H -1.97793 -3.39580 -3.94160
H -0.51412 -4.50090 -2.72248
C -2.32755 2.50176 -0.44340
C -3.49784 2.15842 -1.35151
O -3.93674 0.81877 -1.23959
C -4.39411 0.41551 0.04069
C -5.58124 1.20959 0.56227
H -1.48517 1.83469 -0.63714
H -2.00599 3.52994 -0.61511
H -2.58697 2.40633 0.61223
H -3.19329 2.28446 -2.39114
H -4.33199 2.84972 -1.18546
H -3.56763 0.44008 0.76139
H -4.68268 -0.63075 -0.06403
H -5.33895 2.26424 0.70394
H -5.90374 0.81201 1.52573
H -6.41703 1.15437 -0.13717
C 2.35670 1.79384 -6.64084
C 2.01237 1.33102 -5.23516
O 1.18993 0.18479 -5.17653
C 1.69782 -0.99674 -5.76760
C 2.99878 -1.46247 -5.15747
H 1.44726 1.98990 -7.21128
H 2.94949 2.70894 -6.60112
H 2.93482 1.04584 -7.18670
H 1.45015 2.11548 -4.72581
H 2.92163 1.16512 -4.64494
H 1.79328 -0.87109 -6.85206
H 0.94092 -1.76726 -5.60943
H 3.80544 -0.74178 -5.29723
H 3.31894 -2.40300 -5.60818
H 2.87282 -1.61481 -4.08334
C 6.83961 1.15549 -9.13827
C 6.50188 0.73053 -7.71926
O 5.66602 -0.40965 -7.64420
C 6.16977 -1.60097 -8.22050
C 7.47029 -2.08352 -7.60083
H 5.92783 1.34556 -9.70660
H 7.44039 2.06548 -9.12605
H 7.40630 0.39030 -9.67053
H 5.95146 1.53319 -7.22668
H 7.41502 0.57428 -7.13391
H 6.27746 -1.48387 -9.30469
H 5.39747 -2.35490 -8.06459
H 8.28286 -1.37046 -7.74585
H 7.77400 -3.02856 -8.05246
H 7.34827 -2.23338 -6.52698
C 3.29262 3.53962 -1.67118
C 2.08111 2.77956 -1.15826
O 2.38988 1.50535 -0.61979
C 3.26879 1.48591 0.49054
C 2.75585 2.25503 1.69620
H 3.82039 2.95157 -2.42408
H 2.98289 4.48484 -2.11858
H 4.00181 3.76584 -0.87372
H 1.39929 2.59434 -1.98925
H 1.52576 3.37950 -0.42852
H 4.26217 1.84333 0.19643
H 3.38404 0.43500 0.75883
H 2.64046 3.31893 1.48486
H 3.45244 2.15606 2.52952
H 1.78284 1.87111 2.00744
C -7.02312 2.14632 6.33953
C -6.68959 1.06873 5.32180
O -6.15376 1.56823 4.11033
C -4.94344 2.29773 4.21034
C -3.79474 1.49105 4.78375
H -7.72092 2.86947 5.91441
H -7.47746 1.70033 7.22498
H -6.13589 2.69344 6.66120
H -7.60324 0.54161 5.04529
H -6.01763 0.32040 5.75726
H -5.10157 3.22186 4.77751
H -4.68332 2.59482 3.19341
H -3.96828 1.16238 5.80949
H -2.88076 2.08699 4.77597
H -3.63193 0.59897 4.17488
C -1.84967 -0.99044 10.21060
C -2.62734 -0.36884 9.06280
O -2.01969 0.78604 8.51425
C -0.72434 0.61427 7.96637
C -0.66675 -0.38900 6.82738
H -1.69459 -0.25979 11.00590
H -2.39619 -1.84135 10.61871
H -0.86843 -1.34667 9.89412
H -3.60358 -0.04480 9.42536
H -2.81717 -1.11027 8.27808
H -0.00928 0.34830 8.75323
H -0.42672 1.59588 7.59631
H -0.93808 -1.39455 7.15166
H 0.34185 -0.43356 6.41451
H -1.35684 -0.09933 6.03281
```

- Kohn-Sham gap: 0.340 hartree
- Total charge: 0
- HOMO energy: -8.6147 eV
- Structure (SMILES): FC(F)(CCCCP)C(F)(F)S(F)(F)(F)(F)F.CCOCC.CCOCC.CCOCC.CCOCC.CCOCC.CCOCC

Atomic partial charges in e from the Mulliken method, atoms 1 to 4: F -0.36; C 0.95; F -0.31; C -0.49

---

(2)
A single C5H10O molecule, computed with ωB97M-V/def2-TZVPD.

```
16
C5H10O, DFT ωB97M-V/def2-TZVPD
C -2.04502 -0.23419 0.18152
C -0.74283 0.19547 -0.47679
O -0.93602 1.52864 -0.92884
C 0.44255 0.11895 0.45956
C 1.39520 -1.03838 0.40963
C 1.82771 0.30545 -0.10548
H -2.33795 0.52438 0.91443
H -1.93776 -1.20033 0.68680
H -2.84411 -0.30426 -0.56283
H -0.53961 -0.46691 -1.33688
H -0.06100 1.93278 -0.98570
H 0.26334 0.55777 1.44000
H 1.82128 -1.39447 1.34330
H 1.21499 -1.81930 -0.32567
H 1.92994 0.41709 -1.18378
H 2.54929 0.87728 0.47072
```

- Kohn-Sham gap: 0.414 hartree
- Total charge: 0
- HOMO energy: -10.1724 eV
- Structure (SMILES): C[C@@H](O)C1CC1
- Energy relative to the best compared isomer or geometry (same formula, charge and spin): 0.960 eV

Atomic partial charges in e from the natural (NBO) method, atoms 1 to 4: C -0.62; C 0.10; O -0.72; C -0.26

---

(3)
A molecular structure, C25H29B2Cl3F4N9O6STi at a distorted geometry, computed with ωB97M-V/def2-TZVPD.

```
80
C25H29B2Cl3F4N9O6STi, DFT ωB97M-V/def2-TZVPD
Ti 0.64899 -0.94995 0.13543
C -1.77122 -3.90546 2.17940
C -0.71682 -2.95122 1.74131
N -0.77165 -2.33242 0.60115
O -1.85917 -2.54010 -0.15761
B -1.52223 -3.12688 -1.50496
F -0.93250 -4.37414 -1.27316
F -2.63507 -3.18899 -2.25674
O -0.47684 -2.25898 -2.19556
N 0.62920 -2.19159 -1.45030
C 1.59971 -3.02548 -1.64178
C 1.62691 -4.07324 -2.69283
C 2.73267 -2.76018 -0.77037
N 2.55494 -1.71063 -0.03178
O 3.59949 -1.28883 0.72670
B 3.10770 -0.43689 1.79660
F 4.05058 0.23083 2.47246
F 2.18026 0.52868 1.12097
O 2.22454 -1.20028 2.71238
N 1.17788 -1.69779 2.00142
C 0.42041 -2.58542 2.56362
C 0.68518 -3.15285 3.91628
C 3.98192 -3.56551 -0.75201
H -2.10460 -4.47943 1.31528
H -2.63804 -3.36304 2.56369
H -1.40098 -4.57339 2.95223
H 0.73365 -4.00086 -3.30607
H 1.65620 -5.06463 -2.23911
H 2.51269 -3.96015 -3.31945
H 1.56748 -2.67825 4.33543
H 0.85595 -4.22759 3.84890
H -0.16124 -2.98675 4.58257
H 4.43097 -3.61048 -1.74394
H 3.76768 -4.58545 -0.42825
H 4.69373 -3.11254 -0.06765
Cl 4.16006 4.90090 -2.32979
C 3.10270 3.59806 -1.94287
C 3.32044 2.35055 -2.50379
C 2.46817 1.31495 -2.17894
Cl 2.70662 -0.26240 -2.82060
C 1.38700 1.46702 -1.27563
O 0.57748 0.46075 -0.98265
C 1.23869 2.75359 -0.71306
Cl 0.03588 2.95674 0.49341
C 2.06354 3.80792 -1.05187
H 4.15905 2.18191 -3.16267
H 1.91397 4.77890 -0.60237
N -0.14030 1.02836 -4.41692
C -1.13285 1.29376 -3.54066
S -2.09557 0.01414 -3.04045
N -1.27022 2.60280 -3.20613
C -2.14660 3.28209 -2.33318
C -3.26303 2.71525 -1.72791
C -4.03655 3.47897 -0.86495
C -3.71578 4.80120 -0.59648
C -2.61690 5.37420 -1.21881
C -1.84533 4.62357 -2.08483
H 0.03457 0.07035 -4.65957
H 0.50147 1.72793 -4.75492
H -0.57425 3.22161 -3.60117
H -3.51964 1.68682 -1.91745
H -4.91251 3.03378 -0.41152
H -4.32210 5.38832 0.08024
H -2.35852 6.40700 -1.02958
H -0.98319 5.07470 -2.56253
C -2.21849 1.37223 4.53525
N -1.83110 0.84012 3.24849
C -2.75664 0.63151 2.15446
C -1.79493 0.28115 1.02460
O -2.05289 0.08739 -0.12733
N -0.51996 0.25324 1.53175
C -0.57344 0.68234 2.80336
N 0.49094 0.96591 3.53628
H -2.25030 2.46424 4.52197
H -1.51540 1.04290 5.29948
H -3.20504 0.99489 4.79474
H -3.32749 1.53092 1.91132
H -3.45401 -0.18756 2.34825
H 1.40996 0.80057 3.16303
H 0.41410 1.30626 4.47773
```

- Kohn-Sham gap: 0.160 hartree
- Total charge: +1
- HOMO energy: -9.4648 eV
- Energy relative to the best compared isomer or geometry (same formula, charge and spin): 1.844 eV

Atomic partial charges in e from the Mulliken method, atoms 1 to 4: Ti -2.05; C -1.50; C 0.05; N 1.16

---

(4)
3 unconnected molecules or ions with the total composition C6H16O2 at a distorted geometry, computed with ωB97M-V/def2-TZVPD.

```
24
C6H16O2, DFT ωB97M-V/def2-TZVPD
C -0.17081 -3.03236 -0.96581
C -1.17967 -1.90448 -0.87997
C -0.89484 -0.62102 -1.08887
C 0.52546 -0.18382 -1.30796
C -1.98818 0.42248 -1.04437
C -1.62169 1.74790 -0.39261
H 0.56769 -2.98476 -0.16973
H 0.33956 -2.99573 -1.92057
H -0.66564 -3.99830 -0.87225
H -2.18839 -2.23429 -0.69540
H 0.97136 -0.35291 -2.29948
H 0.72180 0.86722 -1.08286
H 1.19198 -0.74088 -0.64904
H -2.41080 0.58538 -2.03545
H -2.82301 -0.01588 -0.48864
H -2.51036 2.36918 -0.31323
H -1.07714 1.65670 0.54564
H -0.95183 2.33603 -1.03259
O 2.96149 0.16482 1.93764
H 2.31409 0.88085 2.03132
H 2.48915 -0.67186 2.04002
O 1.36593 2.58713 2.43065
H 0.49383 2.18198 2.48847
H 1.65228 2.72111 3.34391
```

- Kohn-Sham gap: 0.344 hartree
- Total charge: 0
- HOMO energy: -8.8546 eV
- Structure (SMILES): C/C=C(\C)CC.O.O
- Energy relative to the best compared isomer or geometry (same formula, charge and spin): 0.590 eV

Atomic partial charges in e from the natural (NBO) method, atoms 1 to 4: C -0.65; C -0.19; C 0.01; C -0.67

---

(5)
4 unconnected molecules or ions with the total composition C12H14Cl4N2 at a distorted geometry, computed with ωB97M-V/def2-TZVPD.

```
32
C12H14Cl4N2, DFT ωB97M-V/def2-TZVPD
C 21.21749 5.72802 4.83775
C 19.85018 5.91634 5.01967
C 19.32249 6.02778 6.31439
N 20.10432 6.01957 7.38031
C 21.42519 5.87964 7.21364
C 22.01380 5.71976 5.96635
H 21.47948 5.61472 3.79532
H 19.14883 6.03052 4.20135
H 18.28160 6.30876 6.42698
H 21.96121 5.85226 8.15216
H 23.08372 5.62374 5.81650
C 25.64854 4.71389 4.41748
C 24.78649 3.65433 4.18625
C 24.60238 2.77410 5.24412
N 25.21380 2.86272 6.43147
C 25.91993 3.97728 6.66545
C 26.21758 4.89335 5.65683
H 25.91722 5.43143 3.65086
H 24.30078 3.55916 3.22612
H 23.80992 2.03271 5.19689
H 26.26114 4.05128 7.69070
H 26.83059 5.75709 5.87779
Cl 27.17223 10.47587 7.62087
C 25.54061 10.88321 7.11066
Cl 25.11939 10.18634 5.54793
H 24.84305 10.42469 7.80285
H 25.46204 11.96319 7.11193
Cl 22.90650 9.19922 1.32410
C 22.78813 8.51042 2.97026
Cl 23.85190 7.08482 3.15272
H 23.21819 9.21534 3.67046
H 21.74574 8.32260 3.19315
```

- Kohn-Sham gap: 0.372 hartree
- Total charge: 0
- HOMO energy: -9.6217 eV
- Structure (SMILES): c1ccncc1.c1ccncc1.ClCCl.ClCCl
- Energy relative to the best compared isomer or geometry (same formula, charge and spin): 0.260 eV

Atomic partial charges in e from the natural (NBO) method, atoms 1 to 4: C -0.19; C -0.26; C 0.03; N -0.42

---

(6)
2 unconnected molecules or ions with the total composition C6H17NO at a distorted geometry, computed with ωB97M-V/def2-TZVPD.

```
25
C6H17NO, DFT ωB97M-V/def2-TZVPD
C -0.22688 -1.35065 -2.10253
N 0.14566 -0.44879 -1.01683
C -0.55066 -0.70362 0.26577
C 0.20168 -1.75100 1.07060
C -0.70793 0.69439 0.94104
C -1.65912 0.56888 2.16379
C 0.67656 1.27250 1.21829
H -0.53127 -2.31623 -1.67266
H 0.56971 -1.55182 -2.81510
H -1.08316 -0.96459 -2.65644
H 1.14355 -0.47292 -0.87003
H -1.52864 -1.10690 -0.00974
H -0.31960 -1.92711 2.01789
H 0.13685 -2.70145 0.54002
H 1.21740 -1.44217 1.30034
H -1.25594 1.20850 0.15538
H -1.18333 0.85963 3.09060
H -2.54662 1.13354 1.90972
H -1.97373 -0.46542 2.32573
H 1.44553 0.52668 1.04593
H 0.84068 1.68489 2.21060
H 0.93555 2.10463 0.56171
O 1.79052 1.69254 -2.17586
H 1.15714 1.99158 -2.83272
H 1.91023 0.76272 -2.40299
```

- Kohn-Sham gap: 0.343 hartree
- Total charge: 0
- HOMO energy: -8.4740 eV
- Structure (SMILES): CN[C@@H](C)C(C)C.O
- Energy relative to the best compared isomer or geometry (same formula, charge and spin): 1.009 eV

Atomic partial charges in e from the natural (NBO) method, atoms 1 to 4: C -0.41; N -0.65; C -0.02; C -0.64

---

(7)
A single C20H19N5O3S molecule at a distorted geometry, computed with ωB97M-V/def2-TZVPD.

```
48
C20H19N5O3S, DFT ωB97M-V/def2-TZVPD
C -4.77340 -1.87388 -0.41407
C -3.62750 -1.26683 0.39399
C -4.12995 -0.18561 1.36604
C -3.82347 1.08897 0.64443
C -4.22796 2.37586 0.91945
C -3.77626 3.40638 0.10468
C -2.93090 3.14001 -0.95789
C -2.51593 1.84611 -1.24329
C -2.97403 0.82608 -0.43040
N -2.71202 -0.55459 -0.50634
C -1.72957 -1.08888 -1.25804
O -0.99678 -0.42643 -1.97151
C -1.48594 -2.59177 -1.14826
S 0.24453 -2.77895 -0.58174
C 0.13070 -1.69245 0.76567
N -0.85755 -1.62067 1.63385
N -0.51510 -0.68299 2.50236
N 0.61680 -0.18582 2.23306
N 1.07317 -0.78150 1.12612
C 2.26795 -0.42024 0.48340
C 2.28117 -0.21024 -0.89123
C 3.46789 0.14190 -1.49929
C 4.63060 0.30163 -0.75363
C 4.59035 0.14658 0.63849
C 3.40412 -0.22698 1.25228
O 5.68909 0.35634 1.42523
C 6.72662 1.04685 0.76328
C 6.94703 0.45344 -0.62691
O 5.78633 0.61422 -1.41328
H -4.39974 -2.56057 -1.17075
H -5.33175 -1.08446 -0.91337
H -5.44569 -2.41663 0.24532
H -3.08341 -2.03693 0.94359
H -5.19024 -0.30128 1.58750
H -3.57255 -0.22375 2.30494
H -4.88214 2.57746 1.75433
H -4.08549 4.42124 0.30476
H -2.58470 3.94999 -1.58222
H -1.85519 1.64555 -2.06904
H -2.13771 -3.13269 -0.47092
H -1.50588 -3.03792 -2.14203
H 1.37855 -0.30761 -1.47422
H 3.51864 0.30009 -2.56389
H 3.37723 -0.35102 2.32243
H 7.61511 0.94224 1.38701
H 6.46538 2.10936 0.66612
H 7.75249 0.96455 -1.15573
H 7.18709 -0.61416 -0.53031
```

- Kohn-Sham gap: 0.324 hartree
- Total charge: 0
- HOMO energy: -8.2474 eV
- Structure (SMILES): C[C@@H]1Cc2ccccc2N1C(=O)CSc1nnnn1-c1ccc2c(c1)OCCO2
- Energy relative to the best compared isomer or geometry (same formula, charge and spin): 1.445 eV

Atomic partial charges in e from the natural (NBO) method, atoms 1 to 4: C -0.61; C -0.04; C -0.44; C 0.03

---

(8)
2 unconnected molecules or ions with the total composition C5H12S at a distorted geometry, computed with ωB97M-V/def2-TZVPD.

```
18
C5H12S, DFT ωB97M-V/def2-TZVPD
C -0.84066 -1.94099 1.82713
C -0.27122 -0.74208 1.78348
C -0.77678 0.45496 2.49419
H -0.57384 -2.82168 1.25517
H -1.80444 -2.10236 2.30598
H 0.69375 -0.65584 1.29816
H -1.03272 1.32578 1.89026
H -1.73010 0.25264 2.99785
H -0.08254 0.72113 3.29550
C -0.64370 1.48659 -1.65308
S 0.96539 0.78588 -1.22401
C 0.81990 -0.96443 -1.61338
H -1.41782 0.80810 -1.30708
H -0.75066 1.67795 -2.72638
H -0.62734 2.51653 -1.29101
H 1.82618 -1.23442 -1.92659
H 0.35536 -1.47525 -0.78032
H 0.22116 -1.14424 -2.51073
```

- Kohn-Sham gap: 0.346 hartree
- Total charge: 0
- HOMO energy: -8.4288 eV
- Structure (SMILES): C=CC.CSC
- Energy relative to the best compared isomer or geometry (same formula, charge and spin): 1.174 eV

Atomic partial charges in e from the natural (NBO) method, atoms 1 to 4: C -0.41; C -0.17; C -0.65; H 0.20